49
Properties=species:S:1:pos:R:3:lowdin_charge:R:1 method="wB97M-V/def2-TZVPD" charge=+1 e_homo_ev=-13.114 total_energy_ev=-94360.02766 relative_energy_kcal_mol=16.5 orbital_gap_ev=10.8 fmax_ha_per_bohr=0.019 e_lumo_ev=-2.276
H -0.735 -2.382 -2.065 0.187
H -4.114 -0.473 -3.455 0.123
F 2.803 -3.493 -0.033 0.157
O -1.913 -1.550 0.708 -0.282
H -2.799 -2.866 -2.943 0.130
Cl -2.965 1.333 1.811 0.565
Cl -0.886 2.892 3.229 0.555
F -2.802 -2.195 3.160 0.168
H -1.406 -1.412 -0.939 0.086
H 4.825 2.519 -1.726 0.096
O 0.615 1.420 -2.159 0.117
C -0.870 -0.355 -2.636 -0.158
C 4.080 3.096 -1.188 -0.044
H 3.510 3.676 -1.915 0.097
C -2.767 -1.888 -2.474 -0.077
O 2.252 -0.875 1.054 -0.223
S -0.813 -1.485 1.626 0.711
H 3.378 1.189 -0.522 0.150
C 0.129 0.381 -1.765 -0.519
N -1.373 -1.600 -1.951 0.100
H -0.386 -0.634 -3.571 0.174
O 1.800 -1.923 3.251 -0.207
O -0.203 -0.157 1.904 -0.295
F 3.989 -3.325 1.776 0.192
N 1.835 3.840 0.355 0.243
C -1.500 -2.016 3.291 -0.668
O 1.399 1.704 0.800 0.053
H -2.004 1.191 -3.655 0.136
H 1.006 4.080 0.869 0.117
C 2.136 2.545 0.228 -0.508
C -2.161 0.394 -2.934 -0.101
H 4.598 3.771 -0.504 0.096
N 0.328 -2.502 1.238 -0.258
H 2.373 4.563 -0.086 0.111
F -0.928 -3.151 3.645 0.174
N 3.214 2.179 -0.465 0.065
S 1.744 -2.042 1.831 0.742
C -3.060 -0.737 -3.445 -0.139
Be 0.968 0.211 0.755 0.023
H -2.565 0.824 -2.014 0.137
H -3.194 3.272 3.111 0.026
C 2.775 -3.470 1.298 -0.693
H -2.789 1.839 4.098 0.029
H -2.766 -1.010 -4.460 0.122
C -2.578 2.388 3.192 -0.968
H -3.447 -1.883 -1.626 0.129
F 2.219 -4.575 1.756 0.181
F -1.260 -1.077 4.186 0.175
O 0.307 -0.229 -0.641 -0.025